No. 1
This record from OMol25 describes C32H29BF2IN4O5W as an isolated structure in a non-equilibrium geometry. The level of theory is wB97M-V/def2-TZVPD.

```
75
Properties=species:S:1:pos:R:3
W 0.08 0.29 0.62
I 0.21 -0.29 4.05
F 2.21 -2.04 -0.13
F 0.63 -2.77 1.30
O -1.87 0.30 0.79
O -2.87 5.20 4.82
O -3.65 0.96 1.96
O -0.75 6.00 4.89
O -1.88 -2.30 2.22
N 2.75 0.00 -2.03
N -0.35 2.16 1.77
N 1.97 0.39 1.83
N -3.58 -6.06 -6.26
C 2.66 1.45 -2.05
C -0.68 -4.00 -3.03
C 0.26 1.66 -1.07
C -0.95 2.36 -1.24
C 2.02 -0.61 -3.13
C -0.80 -2.05 -1.55
C -1.21 3.27 -2.25
C 0.10 4.10 3.07
C -3.24 -2.46 2.59
C -0.29 -1.31 -0.72
C 3.12 0.56 3.92
C -2.67 -2.63 -3.02
C 3.14 0.61 1.19
C -0.23 3.56 -3.18
C -3.11 -5.38 -5.46
C 4.31 0.86 1.87
C -1.67 5.25 4.52
C 4.30 0.86 3.26
C -3.23 -3.44 -3.98
C 1.98 0.32 3.16
C -1.38 -2.89 -2.53
C -1.22 4.15 3.51
C -1.63 2.23 2.16
C 4.13 -0.45 -2.05
C 0.99 2.91 -3.05
C -2.10 3.20 3.02
C 0.50 3.10 2.20
C -2.50 1.12 1.63
C -3.41 -3.33 3.82
C -2.53 -4.54 -4.47
C -1.24 -4.81 -3.99
C 1.25 1.99 -2.03
B 1.00 -1.77 0.44
H -1.77 2.20 -0.56
H 5.20 1.06 3.82
H -0.70 -5.67 -4.38
H 4.69 0.02 -1.24
H 4.64 -0.18 -3.00
H 5.22 1.05 1.31
H 1.52 3.03 1.84
H 3.07 0.50 4.99
H -2.18 3.76 -2.29
H -2.84 -2.93 4.66
H -3.14 3.22 3.34
H -3.06 -4.35 3.63
H 3.18 1.86 -2.93
H 4.16 -1.53 -1.93
H -3.21 -1.78 -2.63
H 0.32 -4.21 -2.66
H 1.77 3.12 -3.77
H -1.50 -3.15 1.96
H -4.23 -3.23 -4.35
H -3.83 -2.86 1.76
H -4.46 -3.39 4.11
H 3.21 1.83 -1.18
H 3.08 0.53 0.12
H 2.45 -0.33 -4.11
H 2.04 -1.69 -3.02
H -0.40 4.27 -3.99
H 0.98 -0.29 -3.11
H 0.79 4.85 3.43
H -3.61 -1.45 2.77
```

## Properties
- E_tot (a.u.) = -2421.5315
- net charge = -1
- highest occupied orbital energy (alpha / beta) (eV) = -4.444 / -4.476
- relative energy (zero: lowest compared OMol25 entry of this formula, charge and spin) (kJ/mol) = 177.95
- 2S+1 = 1

---

No. 2
This record from OMol25 describes C21H36N4O4PPd as an isolated structure. The level of theory is wB97M-V/def2-TZVPD.

```
67
Properties=species:S:1:pos:R:3
Pd 0.68 -1.31 1.43
P -0.48 0.72 -0.94
O 1.47 -0.63 4.39
O 1.95 -2.49 2.47
O 2.74 -0.73 1.43
O -0.23 0.22 0.48
N -0.97 -2.45 1.60
N 0.17 -0.32 -2.05
N 0.16 2.22 -1.05
N -2.06 0.89 -1.29
C -2.93 1.51 -0.26
C -1.87 -4.50 2.41
C 1.80 -1.65 -3.11
C 2.81 -0.71 3.89
C 0.70 4.32 -1.89
C 0.25 0.13 -3.46
C -2.88 0.10 -2.22
C 1.36 -1.15 -1.74
C 3.42 0.67 3.74
C -4.18 0.90 -2.27
C 1.77 3.97 -0.85
C -0.91 -3.50 2.43
C 1.58 -0.42 -3.98
C 3.65 -1.62 4.77
C 1.44 2.54 -0.38
C -4.36 1.42 -0.84
C -2.90 -4.42 1.49
C -2.96 -3.33 0.64
C 2.59 -1.37 2.51
C -1.98 -2.36 0.73
C -0.49 3.45 -1.49
H 0.45 5.38 -1.89
H 2.78 1.31 3.13
H 3.18 -2.60 4.85
H 1.32 2.49 0.70
H -4.85 2.39 -0.82
H -4.96 0.74 -0.24
H -2.41 0.03 -3.19
H -2.85 0.96 0.68
H -3.65 -5.20 1.44
H -1.18 3.26 -2.31
H 1.54 -0.64 -5.04
H 4.65 -1.74 4.38
H -1.78 -5.33 3.10
H 4.40 0.61 3.26
H 2.21 1.82 -0.66
H 0.21 1.22 -3.52
H -1.05 3.92 -0.67
H 2.83 -2.00 -3.10
H 3.72 -1.19 5.77
H -5.02 0.29 -2.60
H -4.07 1.73 -2.97
H -2.62 2.53 -0.07
H 1.12 -1.96 -1.04
H -3.06 -0.91 -1.85
H 3.55 1.11 4.72
H 2.38 0.30 -3.81
H 1.16 -2.47 -3.43
H -1.99 -1.49 0.10
H 2.77 4.03 -1.27
H 2.16 -0.56 -1.28
H 1.03 4.05 -2.89
H -0.08 -3.51 3.12
H 1.74 4.66 -0.01
H -0.58 -0.28 -4.03
H -3.75 -3.22 -0.08
H 1.38 0.17 4.91
```

## Properties
- E_tot (a.u.) = -1810.9073
- net charge = +1
- highest occupied orbital energy (eV) = -11.664
- relative energy (zero: lowest compared OMol25 entry of this formula, charge and spin) (kJ/mol) = 108.66
- 2S+1 = 1

---

No. 3
This record from OMol25 describes a 2-piece molecular cluster, C6H16NO overall in a non-equilibrium geometry. The level of theory is wB97M-V/def2-TZVPD.

```
24
Properties=species:S:1:pos:R:3
O -2.24 -2.78 0.09
N -1.63 -0.11 1.30
C -0.44 2.06 1.74
C 0.84 0.10 0.80
C 1.32 -0.15 -1.71
C 2.19 0.35 -2.83
C -0.56 0.95 0.77
C 1.58 0.13 -0.48
H 2.60 0.56 -0.39
H 2.47 -0.64 -3.34
H -2.44 0.23 0.85
H 1.79 1.08 -3.45
H 0.07 1.91 2.75
H -3.23 -2.70 0.25
H 1.51 0.47 1.60
H 0.21 2.90 1.21
H -1.36 2.45 1.99
H -0.81 1.18 -0.25
H -1.76 -0.27 2.31
H -1.34 -1.07 0.84
H 3.03 0.81 -2.41
H -2.28 -2.82 -0.89
H 0.74 -0.93 1.26
H 0.46 -0.81 -1.99
```

## Properties
- E_tot (a.u.) = -367.8862
- net charge = +1
- highest occupied orbital energy (eV) = -12.675
- relative energy (zero: lowest compared OMol25 entry of this formula, charge and spin) (kJ/mol) = 252.74
- 2S+1 = 1

---

No. 4
This record from OMol25 describes a 2-piece molecular cluster, BrF2NS overall in a non-equilibrium geometry. The level of theory is wB97M-V/def2-TZVPD.

```
5
Properties=species:S:1:pos:R:3
Br -2.67 0.00 -0.07
S 0.41 -0.07 -0.37
F 0.32 1.31 0.58
F 0.31 -1.01 1.01
N 1.62 -0.23 -1.15
```

## Properties
- E_tot (a.u.) = -3226.5032
- highest occupied orbital energy (alpha / beta) (eV) = -10.945 / -10.964
- relative energy (zero: lowest compared OMol25 entry of this formula, charge and spin) (kJ/mol) = 271.92
- 2S+1 = 1